Entry 1:
The following is a quantum chemistry calculation of a molecular structure, C4H7NO2 at a distorted geometry, from the OMol25 dataset.

```
14
Properties=species:S:1:pos:R:3:forces:R:3
O 2.218764 1.338361 0.335156 0.3296 0.3905 -0.0399
N 1.986775 0.096828 -0.232351 -0.5285 -0.4904 -0.0545
C 0.748672 -0.086685 -0.403925 0.5339 0.5835 -0.0891
C -0.016769 -1.363291 -0.741888 -0.4810 0.1413 0.2338
C -1.010397 -0.665542 0.299892 -2.5063 0.0802 0.8526
C -0.564506 0.688233 -0.122573 0.2780 -0.8069 -0.1280
O -1.030785 1.529715 0.870471 -1.7494 -0.5197 0.7232
H 3.181527 1.403612 0.321149 -0.1230 0.0235 0.0480
H 0.465486 -2.309198 -0.465966 -0.2982 0.3733 0.0444
H -0.370591 -1.399948 -1.778605 0.0295 0.0872 0.2826
H -0.598420 -0.894002 1.287278 0.1200 0.2256 -0.1456
H -2.243203 -0.296743 0.739163 1.8815 -2.8431 -2.0331
H -0.912620 0.963512 -1.139925 -0.1402 -0.0987 0.3955
H -1.913027 0.930572 1.095500 2.6540 2.8537 -0.0899
```
Forces are in eV/Å.

The energy relative to the best compared isomer or geometry (same formula, charge and spin) is 148.3 kcal/mol. The calculation puts the HOMO energy at -9.7 eV. The net charge is 0.

Entry 2:
The following is a quantum chemistry calculation of a molecular structure, C16H37F3I2O9P2Si2 at a distorted geometry, from the OMol25 dataset.

```
71
Properties=species:S:1:pos:R:3:forces:R:3
C 6.426106 -0.828379 -0.163735 -0.4823 -0.5571 0.9057
C 5.259283 0.168846 0.168807 -0.1541 0.5529 -2.3324
I 4.909346 0.505404 2.307482 0.3739 -0.3802 -1.2673
C 4.480442 0.838581 -0.768692 1.0839 -0.6326 1.8996
I 4.833597 0.580976 -2.920251 -0.2493 0.1178 1.3048
Si 3.030446 2.046348 -0.349888 -0.7508 -1.3407 -1.1909
O 1.567269 1.132044 -0.658485 1.4294 -0.6892 1.5902
Si 1.425015 -0.209763 0.401064 0.5867 1.2049 -0.2690
C -0.001695 -1.420680 -0.055403 -0.1297 1.1227 -0.1419
F 0.543023 -2.432494 -0.846777 -1.4971 1.0611 1.3146
F -0.979721 -0.693372 -0.761233 1.3115 -1.4384 0.9712
F -0.615716 -1.915928 1.096883 0.7619 0.0307 -2.1176
H 7.422183 -0.454404 0.204784 -1.0775 -0.1798 -0.3372
H 6.509843 -1.106251 -1.250048 -0.2929 0.6450 1.0574
H 6.221101 -1.799920 0.397215 0.2658 1.2240 -0.6085
H 3.016672 2.439946 1.058077 0.0207 0.0674 0.0710
H 3.109234 3.217732 -1.249239 -0.1433 -0.2399 0.0270
H 2.662444 -1.016906 0.436572 -0.2126 -0.0564 -0.2469
H 1.228746 0.253853 1.792378 -0.3051 0.0720 -0.1436
O -2.222902 -6.123223 -4.028531 4.2283 1.1884 0.0626
P -1.987741 -4.831763 -4.816381 -8.4624 1.1607 -2.3646
O -3.117185 -3.903294 -4.026789 0.9087 -0.1060 -0.0100
C -3.013424 -3.754084 -2.614158 -0.0205 0.0703 0.4246
C -1.908300 -2.785403 -2.236501 -0.3744 -0.1539 -0.3242
O -2.851593 -5.300812 -6.157446 1.1817 0.0281 0.0076
C -2.790042 -6.660243 -6.591655 -0.4666 -0.2827 0.0980
C -4.058852 -7.391981 -6.188374 -0.1483 -0.0244 -0.0569
O -1.468130 -3.477351 -5.705151 2.7663 -2.2662 1.9686
C -2.394600 -2.602176 -6.351335 -0.5309 0.7048 -0.1638
C -2.520309 -1.292571 -5.595676 -0.1521 0.0091 0.3047
H -2.853835 -4.721126 -2.131658 -0.0048 -0.0563 -0.1556
H -3.974289 -3.374661 -2.257168 -0.0081 -0.0319 -0.1985
H -0.954032 -3.083882 -2.678163 -0.0135 -0.0656 0.0865
H -1.797831 -2.739587 -1.156422 -0.1826 -0.2230 -0.1438
H -2.132448 -1.782453 -2.600055 0.0126 -0.0670 0.0093
H -1.903181 -7.157854 -6.198229 -0.0865 0.0092 0.0851
H -2.701526 -6.653070 -7.680520 0.0183 0.1518 0.0264
H -4.292483 -7.249377 -5.132414 0.2329 -0.0385 -0.0050
H -3.966165 -8.462950 -6.385492 -0.0258 0.0538 -0.0163
H -4.910979 -7.006852 -6.753724 0.0634 -0.0437 -0.0305
H -3.375925 -3.053986 -6.490993 0.1677 -0.1802 0.1258
H -1.984181 -2.403450 -7.345572 0.1626 -0.2378 0.1036
H -3.169050 -1.404928 -4.727154 0.0330 -0.0596 -0.0141
H -2.966208 -0.524324 -6.233298 0.1004 -0.0771 -0.0616
H -1.550204 -0.944619 -5.237131 0.0201 0.0102 -0.1766
O 2.099931 3.307487 3.935689 0.1101 -3.2380 2.9739
P 1.168597 3.629220 5.107272 -2.8669 7.8929 -3.1407
O -0.202520 3.895020 4.206144 0.3063 -0.7389 0.4919
C -0.671434 2.857100 3.351460 -0.1833 -0.2240 -0.3047
C -1.363978 1.758395 4.136219 -0.1354 0.0389 0.0490
O 1.699149 5.190879 5.312341 0.3302 -0.9094 0.7414
C 3.085807 5.489380 5.140230 0.1178 0.2955 -0.4640
C 3.308682 6.164777 3.797743 -0.0032 0.1439 -0.0608
O 0.280775 3.808867 6.546704 2.3936 -3.3360 -0.4986
C -0.623789 4.898850 6.740880 -0.7800 0.5063 0.0491
C -2.063886 4.434524 6.630865 -0.1209 -0.1037 -0.3051
H 0.147138 2.442931 2.757825 0.0902 0.0979 0.0795
H -1.376765 3.309571 2.649954 0.0773 0.1285 0.1186
H -0.714271 1.364205 4.923302 0.0301 -0.0739 -0.0784
H -1.653251 0.938807 3.474804 0.0619 0.0092 0.0302
H -2.264421 2.138215 4.621645 0.0461 -0.0253 -0.0002
H 3.695562 4.590697 5.238134 -0.0519 0.0037 -0.1049
H 3.377474 6.168142 5.944848 -0.1417 -0.0395 0.0483
H 2.845837 5.608965 2.980866 0.0976 -0.1640 0.1310
H 4.376681 6.268601 3.590367 -0.0528 0.0286 0.0168
H 2.856150 7.159306 3.797306 0.0659 -0.0264 0.0413
H -0.440284 5.727185 6.057709 0.1829 -0.2070 -0.0482
H -0.443489 5.267948 7.754501 0.2445 -0.1889 -0.0602
H -2.358327 4.322645 5.587464 0.0654 -0.0050 0.0081
H -2.738030 5.169726 7.078403 0.1164 -0.0306 0.0746
H -2.209544 3.468942 7.117806 0.0411 0.1085 0.1441
```
Forces are in eV/Å.

The calculation puts the HOMO energy at -9.2 eV. The net charge is 0.

Entry 3:
The following is a quantum chemistry calculation of C6H4N4S3 in the gas phase at a distorted geometry, from the OMol25 dataset.

```
17
Properties=species:S:1:pos:R:3:forces:R:3
N -0.545709 3.511382 3.007799 0.9173 -0.8947 -5.4011
C -0.337786 3.377777 1.834287 -0.4711 1.2974 4.4563
C -0.080107 3.474380 0.365651 0.0317 -1.9323 0.6834
S -1.528830 2.756697 -0.524440 1.1404 0.0647 0.1926
C -0.928824 1.118974 -0.423042 -0.1909 -1.3641 0.0426
N 0.208923 0.661605 0.007231 -0.5973 -0.5805 0.2985
N 0.246976 -0.763165 0.058779 -0.2096 1.5450 -1.0831
C -0.795128 -1.273209 -0.504433 -0.7380 -0.4517 0.8717
S -1.084463 -3.051553 -0.570783 0.5856 1.5754 -0.2708
C 0.612981 -3.492409 -0.158186 0.1664 -1.5428 -0.1247
C 1.671075 -3.166914 -1.118774 2.8094 2.8894 -4.6568
N 2.391124 -2.696016 -1.964723 -3.4348 -2.6932 4.3812
S -2.053441 -0.128676 -0.899289 0.4393 -0.3132 -0.2496
H 0.826535 2.852454 0.075906 -1.0775 1.0031 0.3990
H -0.018037 4.493145 0.066761 0.2581 0.7918 -0.1387
H 0.503536 -4.583482 -0.040130 0.4227 0.2787 -0.0370
H 0.911175 -3.090989 0.787386 -0.0518 0.3270 0.6365
```
Forces are in eV/Å.

The energy relative to the best compared isomer or geometry (same formula, charge and spin) is 18.7 kcal/mol. The calculation puts the HOMO energy at -9.5 eV. The net charge is 0. As for the SMILES: N#CCSc1nnc(SCC#N)s1.

Let's list orbital gap in order: 10.180, 7.459, 9.538 eV.
Let's list LUMO energy in order: 0.47, -1.70, 0.05 eV.